1.
This record from OMol25 describes a 12-piece molecular cluster, C98H206N10O14S2 overall. The level of theory is ωB97M-V/def2-TZVPD.

Calculated values
Kohn-Sham gap in eV: 8.193
E_LUMO in eV: 0.273
SMILES string: CC1(C)CCCC(C)(C)N1O.CC1(C)CCCC(C)(C)N1O.CC1(C)CCCC(C)(C)N1O.CC1(C)CCCC(C)(C)N1O.CC1(C)CCCC(C)(C)N1O.CC1(C)CCCC(C)(C)N1O.CC1(C)CCCC(C)(C)N1O.CC1(C)CCCC(C)(C)N1O.CC1(C)CCCC(C)(C)N1O.CC1(C)CCCC(C)(C)N1O.O=S1(=O)CCCC1.O=S1(=O)CCCC1

The geometry in ORCA input format:
```
! RIJCOSX wB97M-V def2-TZVPD def2/J DEFGRID3
* xyz 0 1
C 35.434 9.598 -16.179
C 36.455 10.605 -16.701
C 36.386 11.925 -15.874
S 34.595 12.153 -15.706
O 34.221 12.948 -16.875
O 34.214 12.481 -14.344
C 34.145 10.461 -16.153
H 35.474 9.263 -15.142
H 35.403 8.589 -16.590
H 36.284 10.817 -17.756
H 37.455 10.171 -16.706
H 36.866 12.724 -16.440
H 36.780 11.867 -14.860
H 33.826 10.548 -17.192
H 33.260 10.142 -15.603
C 41.590 18.040 -12.407
C 42.304 17.675 -10.997
C 43.362 18.781 -10.752
S 42.476 20.368 -11.207
O 43.440 21.414 -11.590
O 41.418 20.672 -10.221
C 41.730 19.536 -12.717
H 40.543 17.739 -12.456
H 42.018 17.469 -13.231
H 42.597 16.625 -10.967
H 41.430 17.748 -10.350
H 44.094 18.451 -11.489
H 43.760 18.941 -9.750
H 42.576 19.526 -13.404
H 40.943 20.137 -13.173
C 35.979 7.634 -12.427
C 34.635 8.281 -11.940
C 34.206 7.401 -10.692
C 33.231 8.135 -9.803
C 33.897 9.433 -9.260
C 34.128 10.466 -10.457
N 34.910 9.722 -11.501
O 35.505 10.448 -12.470
C 32.837 11.125 -10.963
C 35.085 11.583 -9.828
C 33.548 8.149 -13.038
H 35.683 6.604 -12.630
H 36.759 7.595 -11.667
H 36.516 8.130 -13.235
H 33.706 6.573 -11.193
H 35.024 6.971 -10.113
H 33.044 7.481 -8.950
H 32.275 8.411 -10.249
H 34.785 9.379 -8.631
H 33.262 9.900 -8.507
H 33.105 11.865 -11.717
H 32.076 10.508 -11.441
H 32.382 11.744 -10.190
H 35.523 12.108 -10.677
H 34.794 12.551 -9.419
H 35.960 11.107 -9.386
H 33.250 7.150 -13.356
H 33.901 8.828 -13.814
H 32.571 8.586 -12.830
H 34.796 11.002 -12.805
C 36.309 17.356 -17.523
C 35.883 18.176 -16.203
C 34.469 17.662 -15.853
C 34.480 16.246 -15.370
C 35.223 16.297 -13.976
C 36.635 16.785 -14.217
N 36.659 18.069 -14.980
O 37.960 18.717 -14.963
C 37.333 16.960 -12.836
C 37.347 15.660 -14.951
C 35.832 19.554 -16.778
H 37.364 17.583 -17.673
H 36.017 17.732 -18.504
H 36.306 16.270 -17.621
H 33.916 18.369 -15.233
H 33.890 17.517 -16.764
H 34.912 15.483 -16.018
H 33.448 15.915 -15.255
H 35.127 15.383 -13.389
H 34.768 17.032 -13.312
H 37.161 17.951 -12.416
H 36.860 16.448 -11.998
H 38.358 16.630 -12.668
H 37.160 14.698 -14.473
H 37.313 15.537 -16.033
H 38.432 15.728 -14.883
H 35.445 20.205 -15.994
H 35.068 19.522 -17.555
H 36.766 19.849 -17.256
H 37.886 19.544 -14.480
C 44.654 3.076 -10.362
C 44.052 4.353 -11.158
C 42.511 4.187 -11.252
C 41.767 5.391 -11.718
C 42.056 6.481 -10.663
C 43.552 6.755 -10.457
N 44.288 5.558 -10.358
O 45.685 5.779 -10.084
C 44.030 7.727 -11.575
C 43.588 7.603 -9.052
C 44.513 4.490 -12.576
H 45.734 3.075 -10.511
H 44.285 2.274 -11.002
H 44.410 2.781 -9.342
H 42.144 3.299 -11.768
H 42.204 3.837 -10.266
H 40.707 5.139 -11.732
H 42.085 5.725 -12.705
H 41.439 6.220 -9.803
H 41.535 7.367 -11.026
H 45.078 7.861 -11.305
H 44.019 7.407 -12.617
H 43.634 8.735 -11.451
H 44.583 7.553 -8.608
H 43.290 8.646 -9.148
H 43.051 7.075 -8.264
H 44.143 5.198 -13.318
H 44.228 3.536 -13.021
H 45.561 4.663 -12.330
H 45.701 5.653 -9.133
C 46.295 6.079 -16.672
C 45.970 7.596 -16.439
C 47.243 8.309 -16.459
C 47.265 9.791 -16.540
C 46.296 10.189 -17.636
C 44.868 9.586 -17.594
N 45.082 8.107 -17.572
O 43.915 7.340 -17.841
C 44.042 10.233 -16.515
C 44.161 9.982 -18.985
C 45.421 7.734 -15.017
H 47.099 5.630 -16.089
H 46.496 5.930 -17.733
H 45.350 5.542 -16.750
H 47.866 7.952 -15.639
H 47.670 7.947 -17.395
H 48.259 10.234 -16.594
H 47.003 10.123 -15.535
H 46.740 9.998 -18.613
H 46.289 11.277 -17.562
H 44.470 10.259 -15.513
H 43.901 11.277 -16.795
H 43.143 9.643 -16.334
H 43.209 9.463 -19.094
H 43.880 11.035 -19.022
H 44.849 9.689 -19.778
H 44.333 7.727 -14.949
H 45.753 8.625 -14.483
H 45.733 6.906 -14.381
H 44.135 6.847 -18.635
C 47.596 12.264 -11.854
C 47.973 11.598 -10.464
C 47.712 10.056 -10.535
C 48.095 9.386 -9.257
C 49.664 9.495 -9.118
C 50.283 10.955 -9.275
N 49.393 11.753 -10.191
O 49.839 13.145 -10.342
C 50.421 11.547 -7.872
C 51.756 10.900 -9.844
C 47.143 12.350 -9.280
H 48.347 12.240 -12.644
H 47.602 13.346 -11.722
H 46.638 11.912 -12.238
H 46.638 10.074 -10.715
H 48.011 9.333 -11.294
H 47.665 8.386 -9.207
H 47.652 9.887 -8.396
H 50.186 8.693 -9.640
H 49.928 9.168 -8.112
H 51.183 11.098 -7.234
H 50.807 12.560 -7.988
H 49.477 11.362 -7.359
H 52.379 10.144 -9.365
H 51.562 10.618 -10.879
H 52.315 11.815 -10.041
H 47.639 12.400 -8.310
H 46.146 11.910 -9.290
H 46.926 13.385 -9.545
H 50.155 13.191 -11.247
C 47.306 14.372 -5.916
C 47.373 15.945 -6.195
C 47.265 16.004 -7.750
C 46.910 17.378 -8.308
C 45.734 17.956 -7.503
C 45.757 17.968 -5.934
N 46.228 16.634 -5.549
O 46.411 16.598 -4.151
C 46.732 19.068 -5.571
C 44.372 18.278 -5.444
C 48.743 16.598 -5.898
H 47.503 14.169 -4.864
H 47.990 13.683 -6.412
H 46.300 13.995 -6.104
H 48.152 15.519 -8.157
H 46.470 15.327 -8.063
H 46.688 17.387 -9.375
H 47.720 18.086 -8.130
H 44.888 17.369 -7.862
H 45.488 18.920 -7.949
H 47.787 19.066 -5.844
H 46.396 20.043 -5.924
H 46.755 19.164 -4.485
H 43.568 17.578 -5.672
H 44.283 18.234 -4.359
H 44.122 19.320 -5.642
H 49.588 15.949 -6.126
H 48.927 17.083 -4.939
H 48.805 17.435 -6.593
H 45.533 16.638 -3.764
C 38.181 13.967 -21.308
C 39.412 14.421 -20.627
C 38.957 15.695 -19.983
C 39.940 16.299 -19.042
C 40.338 15.375 -17.938
C 40.678 13.979 -18.452
N 39.759 13.555 -19.569
O 40.032 12.228 -19.999
C 42.191 13.982 -18.942
C 40.416 12.982 -17.362
C 40.545 14.753 -21.564
H 37.913 14.574 -22.173
H 37.349 13.678 -20.665
H 38.400 13.027 -21.815
H 38.592 16.356 -20.769
H 38.069 15.542 -19.370
H 39.580 17.210 -18.563
H 40.700 16.601 -19.763
H 39.499 15.137 -17.284
H 41.220 15.697 -17.383
H 42.356 14.663 -19.777
H 42.919 14.291 -18.192
H 42.502 13.038 -19.391
H 39.368 12.883 -17.078
H 40.771 12.037 -17.771
H 40.860 13.195 -16.389
H 41.480 15.214 -21.247
H 40.245 15.183 -22.519
H 40.911 13.815 -21.982
H 39.161 11.875 -19.801
C 38.669 11.349 -11.619
C 40.108 11.009 -11.267
C 40.757 9.995 -12.377
C 41.198 10.672 -13.656
C 42.133 11.878 -13.417
C 41.543 13.000 -12.392
N 40.910 12.337 -11.154
O 40.296 13.204 -10.234
C 42.749 14.005 -12.102
C 40.554 13.690 -13.348
C 40.227 10.255 -10.032
H 38.247 12.010 -10.862
H 38.035 10.480 -11.792
H 38.580 11.867 -12.574
H 41.628 9.469 -11.987
H 39.919 9.338 -12.609
H 40.417 11.049 -14.316
H 41.813 9.910 -14.135
H 42.569 12.393 -14.273
H 43.034 11.588 -12.877
H 42.392 14.658 -11.306
H 43.565 13.450 -11.639
H 42.909 14.595 -13.005
H 39.805 13.040 -13.801
H 39.992 14.471 -12.838
H 41.146 14.010 -14.206
H 39.998 9.201 -10.187
H 39.497 10.485 -9.255
H 41.229 10.272 -9.604
H 40.805 12.972 -9.454
C 43.443 13.203 -8.138
C 42.375 14.127 -7.268
C 42.258 15.555 -7.986
C 41.025 16.295 -7.486
C 39.694 15.473 -7.541
C 39.835 14.085 -6.823
N 41.050 13.435 -7.170
O 41.150 12.075 -7.059
C 39.781 14.288 -5.238
C 38.501 13.369 -7.191
C 43.102 14.251 -5.884
H 44.385 13.630 -8.481
H 42.901 12.976 -9.056
H 43.631 12.316 -7.533
H 43.121 16.188 -7.776
H 42.220 15.468 -9.072
H 40.892 17.129 -8.175
H 41.292 16.849 -6.586
H 39.573 15.386 -8.621
H 38.838 16.117 -7.345
H 40.442 15.108 -4.958
H 38.802 14.653 -4.928
H 39.846 13.354 -4.680
H 38.368 12.290 -7.110
H 37.707 13.716 -6.530
H 38.073 13.676 -8.146
H 43.055 13.315 -5.329
H 42.580 14.787 -5.091
H 44.168 14.462 -5.975
H 41.576 12.075 -6.199
C 40.667 5.880 -5.252
C 39.377 6.472 -4.801
C 39.339 7.895 -5.011
C 39.284 8.132 -6.500
C 37.872 7.646 -6.875
C 37.612 6.089 -6.733
N 38.207 5.726 -5.421
O 38.431 4.345 -5.321
C 36.159 5.711 -6.869
C 38.371 5.282 -7.850
C 39.389 6.222 -3.333
H 41.568 6.419 -4.960
H 40.807 5.664 -6.312
H 40.954 4.896 -4.882
H 38.618 8.607 -4.610
H 40.144 8.433 -4.510
H 40.124 7.647 -6.997
H 39.399 9.197 -6.701
H 38.018 7.893 -7.926
H 36.982 8.197 -6.571
H 35.687 6.439 -7.528
H 36.014 4.642 -7.024
H 35.706 6.004 -5.922
H 38.040 5.892 -8.690
H 39.435 5.480 -7.720
H 38.217 4.204 -7.797
H 39.348 5.141 -3.203
H 38.488 6.716 -2.969
H 40.305 6.585 -2.867
H 37.684 3.994 -4.829
*
```

***

2.
This record from OMol25 describes C4H8N2O as an isolated structure. The level of theory is ωB97M-V/def2-TZVPD.

Calculated values
Kohn-Sham gap in eV: 6.941
E_LUMO in eV: 0.549

The geometry in ORCA input format:
```
! RIJCOSX wB97M-V def2-TZVPD def2/J DEFGRID3
* xyz 0 1
C 0.914 0.771 0.996
C 0.257 -0.306 0.114
C 1.068 -0.870 -0.915
N -0.631 -1.232 1.016
C -1.095 0.204 -0.272
O -1.826 -0.230 0.700
N -1.390 0.760 -1.408
H 1.822 0.364 1.450
H 1.195 1.631 0.382
H 0.246 1.120 1.796
H 0.619 -1.723 -1.429
H 2.112 -1.013 -0.640
H -0.396 -1.078 2.004
H -0.573 0.664 -2.038
H -2.321 0.937 -1.755
*
```

***

Relative energy (zero: lowest compared OMol25 entry of this formula, charge and spin) values (in kcal per mole) by entry order: 227.8 143.2.